{
  "formula": "C54H41N5O5RhS",
  "method": "ωB97M-V/def2-TZVPD",
  "elements": ["Rh", "S", "O", "O", "O", "O", "O", "N", "N", "N", "N", "N", "C", "C", "C", "C", "C", "C", "C", "C", "C", "C", "C", "C", "C", "C", "C", "C", "C", "C", "C", "C", "C", "C", "C", "C", "C", "C", "C", "C", "C", "C", "C", "C", "C", "C", "C", "C", "C", "C", "C", "C", "C", "C", "C", "C", "C", "C", "C", "C", "C", "C", "C", "C", "C", "C", "H", "H", "H", "H", "H", "H", "H", "H", "H", "H", "H", "H", "H", "H", "H", "H", "H", "H", "H", "H", "H", "H", "H", "H", "H", "H", "H", "H", "H", "H", "H", "H", "H", "H", "H", "H", "H", "H", "H", "H", "H"],
  "xyz": [[0.21, 1.23, -0.22], [2.40, 3.28, 1.12], [-0.97, -0.93, -0.60], [2.72, -6.95, 0.23], [6.28, 6.58, -2.42], [-4.31, -1.27, -5.88], [-3.77, -1.34, 7.25], [-1.63, 1.70, 0.33], [-0.03, 2.21, -1.92], [1.98, 0.66, -0.85], [0.48, 0.23, 1.42], [-1.22, -1.40, 0.58], [2.75, 1.31, -1.77], [1.37, -1.17, 2.99], [-2.36, -1.22, 1.18], [-2.71, -1.71, 2.54], [-3.61, 0.91, -5.25], [3.92, 0.53, -1.99], [-0.14, 0.47, 2.60], [-2.46, 2.16, -1.94], [-3.30, 1.53, -2.92], [-1.19, 2.70, -2.39], [3.99, 5.88, -2.14], [2.74, -5.57, 0.20], [-1.81, 0.84, 5.13], [-3.32, -0.80, 6.07], [0.45, 3.88, -3.36], [-1.43, 1.00, 2.69], [2.61, -2.77, 0.43], [2.99, -3.57, 1.52], [2.44, -3.41, -0.80], [5.57, 4.39, -3.15], [-0.53, -2.84, 2.42], [-2.16, 0.50, 3.85], [3.35, 3.59, -2.64], [-3.21, 1.82, -4.29], [5.28, 5.62, -2.58], [-3.54, 1.83, 1.51], [1.02, 2.81, 0.56], [-2.15, 1.52, 1.58], [0.55, -0.32, 3.61], [1.12, -1.05, 1.51], [-1.65, -2.61, 3.07], [-3.85, 2.05, 0.19], [3.05, 4.87, -2.16], [-3.97, -2.59, -5.53], [-2.38, 0.25, 6.25], [7.01, 6.36, -1.24], [2.22, -7.63, -0.90], [2.61, -0.49, -0.48], [2.21, -1.36, 0.53], [2.49, -4.79, -0.92], [-0.91, 3.74, -3.31], [-4.65, -2.42, 7.21], [3.81, -0.61, -1.24], [-4.41, -0.55, -3.53], [2.36, 2.55, -2.36], [-4.03, 0.37, -2.58], [-3.19, -0.56, 3.57], [1.00, 2.89, -2.50], [-0.12, -2.12, 1.19], [-3.71, -1.19, 4.83], [-4.13, -0.32, -4.88], [4.61, 3.40, -3.20], [3.04, -4.94, 1.41], [-2.64, 1.96, -0.54], [-4.20, 0.14, -1.53], [4.86, 2.47, -3.69], [6.57, 4.21, -3.55], [1.00, 4.59, -3.95], [2.84, -7.48, -1.78], [-4.47, -1.95, 4.70], [6.35, 6.34, -0.36], [-3.13, -2.61, -4.83], [-3.67, -3.09, -6.46], [-4.89, -1.46, -3.23], [4.53, -1.41, -1.17], [3.32, -5.55, 2.26], [-5.63, -2.14, 6.80], [-3.11, -0.69, 0.61], [2.19, -2.81, -1.66], [0.20, -3.55, 2.79], [2.25, -8.69, -0.63], [0.26, -2.81, 0.43], [-4.80, 2.31, -0.23], [0.43, -0.21, 4.68], [-4.22, 1.89, 2.35], [-4.04, -0.12, 3.03], [7.56, 5.41, -1.28], [-4.24, -3.25, 6.62], [-3.63, -2.30, 2.44], [2.03, -1.89, 3.45], [4.72, 0.74, -2.67], [2.30, -5.23, -1.89], [-1.88, -3.13, 3.99], [-4.78, -2.75, 8.24], [3.25, -3.11, 2.46], [1.19, -7.35, -1.13], [-2.76, 2.74, -4.61], [7.72, 7.18, -1.14], [-2.13, 0.55, 7.25], [3.75, 6.85, -1.75], [2.07, 5.07, -1.75], [-4.82, -3.13, -5.10], [-1.08, 1.63, 5.26], [-3.46, 1.12, -6.30], [-1.64, 4.36, -3.81]],
  "total_charge": -1,
  "orbital_gap_ev": [4.51, 4.68],
  "relative_energy_kcal_mol": 71.68,
  "spin_multiplicity": 5,
  "s2": 6.178,
  "largest_force_ev_per_a": 1.29,
  "e_homo_ha": [-0.100, -0.128]
}